# C17H20N3O4PRuS2SbSe4

A molecular structure, C17H20N3O4PRuS2SbSe4 (ωB97M-V/def2-TZVPD, OMol25).

Cartesian coordinates (Å):
Sb: 1.830 1.118 -3.446
Ru: 0.004 -0.148 1.149
Se: 0.896 0.345 -0.820
Se: 1.650 1.554 -6.008
Se: 3.929 1.160 -5.535
Se: 2.320 3.430 -2.722
S: -0.568 1.076 -2.298
S: -2.005 0.544 2.887
P: -1.942 0.964 0.909
O: -2.154 2.532 0.608
O: -0.911 -2.051 0.142
O: -3.310 0.376 0.320
O: 2.191 -4.707 -0.838
N: 1.531 0.583 2.485
N: 1.106 -2.916 0.789
N: 1.173 -1.834 1.554
C: 0.338 -3.285 -1.472
C: 2.381 -0.238 4.564
C: 0.113 -2.692 -3.811
C: 2.466 1.054 5.052
C: 2.077 2.109 4.241
C: 1.893 -4.154 -3.107
C: 1.624 1.824 2.964
C: 1.895 -0.454 3.281
C: -1.022 3.394 0.409
C: 0.086 -2.765 -0.106
C: 1.470 -4.059 -1.785
C: 1.750 -1.790 2.708
C: -5.248 0.342 -1.050
C: -3.756 0.595 -1.024
C: -0.356 -2.662 -2.513
C: 1.256 -3.429 -4.098
C: -0.971 4.430 1.511
H: 2.665 -1.093 5.162
H: 1.670 -3.418 -5.099
H: 2.102 -2.683 3.216
H: -1.114 3.845 -0.578
H: -0.341 -2.065 -4.563
H: -1.227 -2.077 -2.253
H: -0.895 3.941 2.485
H: -3.521 1.614 -1.332
H: -5.458 -0.700 -0.810
H: -1.878 5.038 1.510
H: 2.779 -4.738 -3.318
H: -5.645 0.575 -2.040
H: -5.746 0.972 -0.311
H: 2.114 3.132 4.585
H: 2.832 1.241 6.053
H: 2.012 -4.245 0.014
H: 1.342 2.608 2.275
H: -3.224 -0.083 -1.692
H: -0.102 2.808 0.395
H: -0.104 5.077 1.360

Properties
* HOMO-LUMO gap (spin up / spin down): 4.11 / 4.00 eV
* E: -12203.79034 a.u.
* net charge: -2
* lowest unoccupied orbital energy (spin up / spin down): 3.520 / 3.433 eV
* HOMO (spin up / spin down): -0.0216 / -0.0208 Eh
* spin multiplicity: 2
* molar mass: 964.1 g/mol

=====

# C17H20N3S4SbTi

A molecular structure, C17H20N3S4SbTi (ωB97M-V/def2-TZVPD, OMol25).

Cartesian coordinates (Å):
Sb: 2.213 3.811 2.728
Ti: 1.447 1.090 1.615
S: 3.630 1.861 1.978
S: -0.024 2.656 2.516
S: -0.368 -2.944 1.840
S: 2.281 5.094 0.823
N: 0.447 -0.559 1.112
N: 0.469 2.770 -0.818
N: 1.665 2.097 -0.379
C: -1.030 1.027 -3.584
C: -1.696 -2.923 -0.644
C: -1.335 -1.225 -4.566
C: -0.634 -0.383 -1.124
C: 1.695 0.160 3.493
C: 1.180 -1.151 3.346
C: -1.764 -0.305 -3.411
C: -1.973 -2.251 -1.822
C: -3.274 -0.037 -3.490
C: 0.524 -1.455 2.129
C: 1.902 -1.701 5.583
C: -1.442 -0.984 -2.081
C: -0.350 -1.037 0.078
C: 2.277 0.513 4.700
C: 2.379 -0.398 5.744
C: 1.306 -2.079 4.404
C: -0.882 -2.317 0.295
H: 2.682 1.508 4.852
H: 0.918 -3.085 4.274
H: -3.851 -0.957 -3.393
H: -2.616 -2.729 -2.551
H: 2.025 1.568 -1.165
H: 2.003 -2.421 6.387
H: -0.115 2.848 0.008
H: -0.273 -1.463 -4.476
H: 2.845 -0.100 6.676
H: -1.497 -0.725 -5.524
H: -3.525 0.428 -4.446
H: -0.235 0.611 -1.277
H: -3.573 0.639 -2.687
H: -2.108 -3.907 -0.459
H: 2.373 2.809 -0.154
H: -1.294 1.457 -4.553
H: -1.892 -2.164 -4.575
H: 0.734 3.726 -1.030
H: -1.292 1.744 -2.808
H: 0.051 0.882 -3.562

Properties
* HOMO-LUMO gap (spin up / spin down): 5.32 / 6.69 eV
* E: -3506.72277 a.u.
* net charge: -1
* lowest unoccupied orbital energy (spin up / spin down): 2.294 / 2.287 eV
* HOMO (spin up / spin down): -0.1111 / -0.1620 Eh
* spin multiplicity: 2
* energy above the lowest of the compared OMol25 structures with the same formula, charge and spin: 13.1 kcal/mol
* molar mass: 564.3 g/mol

=====

# C17H20N3S4SbTi

A molecular structure, C17H20N3S4SbTi (ωB97M-V/def2-TZVPD, OMol25).

Cartesian coordinates (Å):
Sb: -4.952 0.668 1.272
Ti: -2.115 1.213 0.218
S: -2.896 0.964 2.478
S: -5.654 -1.502 1.394
S: -4.321 1.245 -0.931
S: 2.106 2.931 -0.274
N: -2.085 -2.008 0.880
N: -0.050 1.432 -0.058
N: -2.362 -1.127 -0.226
C: 2.276 1.192 -0.300
C: -0.239 5.151 -0.074
C: -2.584 5.690 -0.039
C: -1.240 6.091 -0.066
C: 0.375 2.737 -0.085
C: -2.904 4.340 -0.015
C: 2.855 -3.703 -1.422
C: 3.441 0.453 -0.415
C: 1.033 0.565 -0.165
C: 0.982 -0.827 -0.131
C: -1.927 3.335 -0.007
C: 2.137 -1.588 -0.268
C: 3.366 -0.932 -0.407
C: 0.666 -3.655 -0.262
C: -0.573 3.776 -0.049
C: 2.098 -3.118 -0.220
C: 2.762 -3.596 1.078
H: -3.369 6.439 -0.041
H: 0.802 5.461 -0.096
H: 0.030 -1.305 0.052
H: -3.347 -1.154 -0.492
H: -2.768 -2.759 0.873
H: -0.990 7.146 -0.086
H: 0.689 -4.748 -0.240
H: 4.399 0.950 -0.511
H: -2.271 -1.469 1.724
H: -1.817 -1.460 -1.016
H: 3.906 -3.415 -1.428
H: 2.807 -4.795 -1.396
H: 2.752 -4.688 1.132
H: -3.952 4.058 -0.011
H: 4.281 -1.504 -0.494
H: 2.226 -3.203 1.944
H: 0.163 -3.352 -1.185
H: 0.064 -3.310 0.579
H: 3.798 -3.259 1.141
H: 2.405 -3.362 -2.356

Properties
* HOMO-LUMO gap (spin up / spin down): 4.85 / 5.39 eV
* E: -3506.68401 a.u.
* net charge: -1
* lowest unoccupied orbital energy (spin up / spin down): 2.471 / 0.395 eV
* HOMO (spin up / spin down): -0.0873 / -0.1837 Eh
* spin multiplicity: 4
* energy above the lowest of the compared OMol25 structures with the same formula, charge and spin: 3.1 kcal/mol
* molar mass: 564.3 g/mol

=====

Question: Which formula does entry 1 have?
Answer: C17H20N3O4PRuS2SbSe4